{"formula": "C5H20F2N10O5Sr", "method": "ωB97M-V with the def2-TZVPD basis set", "symbols": ["Sr", "F", "F", "C", "O", "N", "N", "H", "H", "H", "H", "C", "O", "N", "N", "H", "H", "H", "H", "C", "O", "N", "N", "H", "H", "H", "H", "C", "O", "N", "N", "H", "H", "H", "H", "C", "O", "N", "N", "H", "H", "H", "H"], "xyz": [[-0.256, 0.039, -0.065], [-2.456, 0.978, -1.088], [1.426, -0.700, 1.952], [2.029, -2.015, -2.328], [1.307, -1.237, -1.699], [2.381, -1.689, -3.601], [2.572, -3.077, -1.903], [2.002, -0.856, -4.029], [3.244, -2.012, -4.014], [2.549, -3.201, -0.901], [3.305, -3.383, -2.528], [-0.717, -3.307, 0.219], [-0.912, -2.300, -0.455], [-1.278, -4.466, -0.026], [-0.055, -3.358, 1.338], [-1.245, -5.225, 0.640], [-1.888, -4.499, -0.830], [0.210, -4.312, 1.534], [0.509, -2.555, 1.577], [-0.389, 3.430, 1.208], [0.018, 2.287, 1.136], [-1.518, 3.889, 0.691], [0.201, 4.370, 1.818], [-1.766, 4.841, 0.922], [-2.064, 3.236, 0.148], [-0.291, 5.248, 1.894], [1.006, 4.091, 2.363], [-1.964, -0.504, 3.261], [-2.033, -0.062, 2.107], [-0.878, -0.871, 3.879], [-2.950, -0.984, 3.879], [-1.065, -1.328, 4.760], [0.024, -0.807, 3.428], [-2.792, -1.442, 4.765], [-3.875, -0.830, 3.505], [0.833, 2.471, -2.637], [0.683, 1.466, -1.868], [1.885, 3.203, -2.589], [0.015, 2.807, -3.589], [2.548, 2.965, -1.865], [1.977, 4.119, -3.004], [-0.563, 2.005, -3.797], [0.233, 3.575, -4.208]], "lowdin_charge": [1.5642, 0.0026, -0.6593, -0.7095, -0.0837, 0.1584, 0.2102, 0.1078, 0.1032, 0.1425, 0.1283, -0.7432, -0.1208, 0.1742, 0.1960, 0.1206, 0.1271, 0.1195, 0.0679, -0.7676, -0.0608, 0.1799, 0.1906, 0.1145, 0.1030, 0.1252, 0.1454, -0.7645, -0.0552, 0.1868, 0.1750, 0.1139, 0.0750, 0.1244, 0.1367, -0.7038, -0.1464, 0.1982, 0.1915, 0.1391, 0.1321, 0.1312, 0.1298], "spin_multiplicity": 2, "largest_force_ha_per_bohr": 0.1421, "mol_weight_da": 425.896, "charge": 1, "homo_energy_ev": [-11.59, -11.59], "orbital_gap_ev": [9.549, 3.620]}



{"formula": "C5H10N2O2", "method": "ωB97M-V with the def2-TZVPD basis set", "symbols": ["C", "C", "C", "C", "C", "N", "N", "O", "O", "H", "H", "H", "H", "H", "H", "H", "H", "H", "H"], "xyz": [[-0.429, 0.983, 0.180], [-1.377, -0.243, 0.356], [0.896, 0.348, -0.395], [-2.820, 0.028, -0.063], [2.788, -0.946, 0.354], [-0.730, -1.254, -0.661], [0.334, -0.912, -1.107], [1.510, 1.124, -1.298], [1.747, -0.052, 0.668], [-1.003, 1.664, -0.606], [-0.136, 1.470, 1.071], [-1.355, -0.789, 1.343], [-2.873, 0.070, -1.203], [-3.044, 1.030, 0.223], [-3.568, -0.782, 0.245], [3.712, -0.519, -0.059], [2.414, -1.750, -0.470], [2.924, -1.329, 1.334], [2.021, 0.666, -1.854]], "lowdin_charge": [-0.0308, -0.3309, -0.5705, -0.0930, -0.0959, 0.0493, 0.0741, 0.1192, -0.1043, 0.1634, 0.0988, 0.1462, 0.0963, 0.0519, 0.0991, 0.0809, 0.1323, 0.0742, 0.0397], "spin_multiplicity": 1, "largest_force_ha_per_bohr": 0.1069, "mol_weight_da": 130.147, "homo_energy_ev": -8.66, "smiles": "CO[C@]1(O)C[C@@H](C)N=N1", "e_above_lowest_kj_mol": 358.1, "orbital_gap_ev": 9.607}



{"formula": "C2H3BrO2", "method": "ωB97M-V with the def2-TZVPD basis set", "symbols": ["C", "C", "O", "O", "Br", "H", "H", "H"], "xyz": [[-0.246, -0.019, 0.653], [0.754, -0.210, -0.447], [-1.900, 0.982, -0.700], [-1.436, 0.465, 0.460], [0.064, -0.510, 2.373], [1.425, -0.886, -0.175], [1.015, 0.769, -0.824], [0.325, -0.591, -1.340]], "lowdin_charge": [-0.7572, -0.0454, -0.1462, -0.1846, 0.9115, 0.0253, 0.1089, 0.0878], "spin_multiplicity": 1, "largest_force_ha_per_bohr": 0.0882, "mol_weight_da": 138.948, "homo_energy_ev": [-9.09, -9.10], "e_above_lowest_kj_mol": 512.8, "orbital_gap_ev": [8.781, 8.784]}



{"formula": "C61H67O2P2S2Sr", "method": "ωB97M-V with the def2-TZVPD basis set", "symbols": ["Sr", "O", "S", "C", "C", "C", "C", "C", "C", "P", "C", "C", "C", "C", "C", "C", "C", "C", "C", "C", "C", "C", "C", "C", "C", "C", "C", "C", "P", "C", "C", "C", "C", "C", "C", "C", "C", "C", "C", "C", "C", "H", "H", "H", "H", "H", "H", "H", "H", "H", "H", "H", "H", "H", "H", "H", "H", "H", "H", "H", "H", "H", "H", "H", "H", "H", "H", "H", "H", "C", "C", "C", "C", "C", "C", "C", "C", "C", "C", "C", "C", "C", "C", "C", "C", "C", "H", "H", "H", "H", "H", "H", "H", "H", "H", "H", "H", "H", "H", "H", "H", "H", "H", "H", "H", "H", "H", "H", "H", "H", "H", "H", "H", "H", "H", "C", "C", "C", "C", "C", "C", "C", "S", "C", "O", "H", "H", "H", "H", "H", "H", "H", "H", "H", "H"], "xyz": [[-0.255, 0.504, -0.688], [-3.474, 0.466, -3.092], [-2.723, 0.731, -1.865], [-3.895, 1.307, -0.597], [-5.074, 0.632, -0.430], [-6.048, 1.243, 0.374], [-5.787, 2.467, 0.944], [-4.579, 3.151, 0.725], [-3.609, 2.624, -0.094], [-1.773, 3.055, -0.502], [-1.239, 4.566, 0.363], [-2.095, 5.618, 0.690], [-1.580, 6.792, 1.207], [-0.207, 6.934, 1.387], [0.650, 5.902, 1.041], [0.134, 4.715, 0.536], [-2.206, 3.926, -2.098], [-1.165, 4.614, -2.732], [-1.364, 5.272, -3.932], [-2.615, 5.252, -4.537], [-3.652, 4.568, -3.930], [-3.453, 3.911, -2.720], [-2.358, -0.977, -1.011], [-2.893, -2.128, -1.520], [-3.089, -3.227, -0.672], [-2.773, -3.154, 0.663], [-2.228, -1.984, 1.207], [-2.018, -0.897, 0.388], [-1.910, 0.842, 1.286], [-2.943, 0.686, 2.777], [-3.985, -0.223, 2.949], [-4.841, -0.109, 4.036], [-4.690, 0.928, 4.944], [-3.697, 1.876, 4.744], [-2.846, 1.769, 3.657], [-0.091, 0.722, 1.966], [0.423, -0.558, 2.305], [1.086, -0.675, 3.512], [1.337, 0.425, 4.329], [0.939, 1.688, 3.938], [0.186, 1.816, 2.780], [-5.236, -0.341, -0.876], [-6.991, 0.747, 0.563], [-6.528, 2.925, 1.586], [-4.454, 4.126, 1.180], [-3.157, 5.536, 0.497], [-2.245, 7.608, 1.458], [0.191, 7.853, 1.797], [1.719, 6.014, 1.163], [0.816, 3.908, 0.281], [-0.183, 4.652, -2.276], [-0.544, 5.808, -4.392], [-2.776, 5.770, -5.473], [-4.630, 4.541, -4.392], [-4.296, 3.396, -2.281], [-3.208, -2.162, -2.557], [-3.538, -4.126, -1.071], [-2.970, -4.001, 1.306], [-2.025, -1.919, 2.266], [-4.156, -1.018, 2.241], [-5.636, -0.831, 4.163], [-5.355, 1.006, 5.794], [-3.593, 2.711, 5.424], [-2.115, 2.550, 3.494], [0.277, -1.418, 1.659], [1.427, -1.652, 3.836], [1.851, 0.281, 5.269], [1.155, 2.554, 4.549], [-0.211, 2.793, 2.516], [3.931, 1.074, -1.583], [2.996, 0.576, -2.479], [2.399, -0.621, -1.867], [3.052, -0.729, -0.588], [3.994, 0.279, -0.412], [4.536, 0.778, 0.912], [5.939, 1.367, 0.746], [4.580, -0.355, 1.940], [3.598, 1.880, 1.440], [2.105, -1.930, -2.656], [3.108, -2.073, -3.806], [0.660, -2.000, -3.192], [2.274, -3.156, -1.752], [2.434, 1.543, -3.531], [1.924, 2.728, -2.688], [1.182, 0.994, -4.203], [3.447, 2.010, -4.572], [4.526, 1.964, -1.755], [2.947, -1.584, 0.066], [6.640, 0.606, 0.399], [6.309, 1.767, 1.694], [5.938, 2.179, 0.017], [5.088, -1.232, 1.533], [3.570, -0.651, 2.233], [5.112, -0.040, 2.842], [3.755, 2.816, 0.897], [3.765, 2.075, 2.505], [2.557, 1.576, 1.303], [3.015, -1.255, -4.522], [2.959, -3.017, -4.340], [4.126, -2.050, -3.416], [0.520, -1.572, -4.180], [0.068, -1.430, -2.476], [0.276, -3.023, -3.210], [3.303, -3.247, -1.401], [2.031, -4.059, -2.320], [1.608, -3.121, -0.890], [1.398, 2.177, -1.901], [1.288, 3.424, -3.241], [2.731, 3.267, -2.196], [0.573, 0.622, -3.372], [1.387, 0.150, -4.857], [0.656, 1.760, -4.774], [4.309, 2.479, -4.097], [2.996, 2.735, -5.255], [3.813, 1.167, -5.162], [0.500, -10.221, 0.949], [0.555, -8.739, 1.194], [0.666, -7.839, 0.136], [0.707, -6.472, 0.359], [0.640, -6.002, 1.661], [0.518, -6.874, 2.732], [0.485, -8.238, 2.493], [0.654, -4.245, 1.954], [2.435, -3.991, 1.887], [0.101, -3.598, 0.720], [0.555, -10.449, -0.114], [-0.425, -10.645, 1.340], [1.327, -10.728, 1.448], [0.720, -8.216, -0.878], [0.780, -5.768, -0.462], [0.451, -6.493, 3.745], [0.393, -8.925, 3.326], [2.843, -4.493, 1.012], [2.880, -4.381, 2.802], [2.604, -2.916, 1.813]], "lowdin_charge": [1.2010, -0.4152, 0.8444, -0.4541, -0.0426, -0.0469, -0.0455, -0.0642, -0.3749, 0.9503, -0.3846, -0.0746, -0.0604, -0.0630, -0.0611, -0.1230, -0.3455, -0.1036, -0.0649, -0.0694, -0.0631, -0.0881, -0.4074, -0.0529, -0.0211, -0.0422, -0.1262, -0.4302, 1.0051, -0.3188, -0.0855, -0.0611, -0.0624, -0.0599, -0.0902, -0.4147, -0.0965, -0.0595, -0.0368, -0.0516, -0.1447, 0.1289, 0.1167, 0.1171, 0.0995, 0.0955, 0.1112, 0.1109, 0.1123, 0.0954, 0.0857, 0.1112, 0.1091, 0.1109, 0.0983, 0.1294, 0.1224, 0.1259, 0.1205, 0.0967, 0.1125, 0.1119, 0.1126, 0.0952, 0.0678, 0.1074, 0.1191, 0.1200, 0.0911, -0.0433, -0.1925, -0.2206, -0.0855, -0.2079, -0.5538, -0.0512, -0.0558, -0.0415, -0.5284, -0.0346, -0.0495, -0.0823, -0.5443, -0.0525, -0.0422, -0.0319, 0.1081, 0.0687, 0.0906, 0.0829, 0.0727, 0.0913, 0.0495, 0.0844, 0.0825, 0.0818, 0.0575, 0.0671, 0.0873, 0.0983, 0.0708, 0.0198, 0.0859, 0.0906, 0.0849, 0.0451, 0.0329, 0.0713, 0.0891, 0.0383, 0.0766, 0.0961, 0.0807, 0.0852, 0.0842, -0.0429, -0.2620, -0.0237, -0.0604, -0.4073, -0.0800, -0.0350, 0.9191, -0.2149, -0.5407, 0.0771, 0.0865, 0.0874, 0.1167, 0.1079, 0.1096, 0.1202, 0.0645, 0.0665, 0.0250], "spin_multiplicity": 1, "largest_force_ha_per_bohr": 0.1100, "mol_weight_da": 1045.907, "charge": 1, "homo_energy_ev": -8.11, "e_above_lowest_kj_mol": 0.0, "orbital_gap_ev": 4.923}



{"formula": "CH4Si2", "method": "ωB97M-V with the def2-TZVPD basis set", "symbols": ["C", "Si", "Si", "H", "H", "H", "H"], "xyz": [[0.374, -0.492, -0.095], [0.297, -0.143, -1.777], [0.499, -0.748, 1.558], [0.679, 1.241, -1.620], [-0.802, 0.784, -1.595], [-0.841, -1.070, 1.523], [-0.206, 0.427, 2.006]], "lowdin_charge": [-0.6086, 0.4946, 0.5076, -0.0873, -0.1060, -0.1126, -0.0877], "spin_multiplicity": 1, "largest_force_ha_per_bohr": 0.0723, "mol_weight_da": 72.215, "homo_energy_ev": -8.39, "smiles": "[SiH2]=C=[SiH2]", "e_above_lowest_kj_mol": 351.2, "orbital_gap_ev": 6.466}



{"formula": "C9H14S", "method": "ωB97M-V with the def2-TZVPD basis set", "symbols": ["C", "C", "C", "C", "C", "C", "C", "H", "H", "H", "H", "H", "H", "H", "H", "C", "C", "S", "H", "H", "H", "H", "H", "H"], "xyz": [[-0.916, 1.924, 3.335], [-2.607, 1.336, 0.062], [-2.264, 2.055, 1.213], [-1.639, 0.539, -0.565], [-1.144, 1.724, 1.839], [-0.417, 0.447, -0.040], [-0.085, 0.956, 1.190], [-3.566, 1.647, -0.425], [-2.888, 2.682, 1.811], [-2.115, -0.034, -1.339], [0.355, 0.057, -0.702], [-1.775, 2.325, 3.912], [-0.079, 2.639, 3.421], [0.978, 0.852, 1.532], [-0.684, 1.030, 3.871], [1.324, -3.202, -1.511], [2.939, -1.296, -2.847], [1.899, -2.683, -3.167], [0.711, -2.491, -0.951], [0.427, -3.992, -1.488], [1.952, -3.684, -0.811], [3.707, -1.205, -3.559], [3.395, -1.392, -1.821], [2.491, -0.233, -2.959]], "lowdin_charge": [-0.0586, -0.0622, -0.0840, -0.1170, -0.2851, -0.1446, -0.0212, 0.1173, 0.1064, 0.1019, 0.0989, 0.0803, 0.0828, 0.1274, 0.0628, -0.4497, -0.4958, 0.7330, 0.0062, 0.0851, 0.0052, -0.0062, 0.0547, 0.0624], "spin_multiplicity": 1, "largest_force_ha_per_bohr": 0.1133, "mol_weight_da": 154.278, "homo_energy_ev": -8.61, "smiles": "Cc1ccccc1.CSC", "e_above_lowest_kj_mol": 198.3, "orbital_gap_ev": 9.462}